(1)
C6H10O | ωB97M-V with the def2-TZVPD basis set

Element x y z (Å)
H 1.311577 0.207560 -1.708574
C -0.909237 0.686138 0.503166
C 0.833797 -0.007444 -0.645157
H 1.159653 1.507877 0.614527
H 0.111281 2.142150 -0.810743
C -1.592090 -0.184516 -0.551348
H -2.541290 -0.433313 -0.075080
C 0.277994 1.310489 -0.061790
H 2.323879 -1.076810 -0.286917
H -1.595939 0.146084 -1.628274
C -0.455075 -0.644902 1.021076
H -1.203699 -1.235791 1.723368
H -1.502122 1.534567 0.973763
H 0.641052 -0.513776 1.547581
O 1.820615 -0.255849 0.292284
C -0.303990 -0.895896 -0.536518
H -0.377701 -1.814973 -1.064505

Atomic forces in eV per Å
H -0.979 -0.878 1.806
C -3.311 3.578 1.631
C 1.475 4.124 -3.896
H -1.613 0.904 -0.211
H 0.064 -0.917 0.918
C 0.008 3.676 -3.459
H 0.316 -1.211 -0.704
C 2.175 0.547 -1.817
H -1.313 3.085 3.199
H -1.557 0.715 0.800
C 2.108 -1.457 4.914
H 1.411 1.058 -2.008
H 0.129 -1.684 0.362
H -3.552 -1.021 -0.457
O 5.454 -5.342 -4.030
C -1.670 -3.917 2.974
H 0.854 -1.258 -0.024

Computed properties:
* highest occupied orbital energy: -9.301 eV
* LUMO: 0.78 eV
* ΔE to the lowest compared entry with this formula, charge and spin: 104.0 kcal per mole

---

(2)
C2H23FeO12 | ωB97M-V with the def2-TZVPD basis set

Element x y z (Å)
H -0.438397 1.298517 -1.970640
H -0.800901 -1.849605 -0.000914
C 0.033965 0.002312 0.131982
H 2.413080 -0.049464 -3.208332
C 0.154847 -1.484279 0.390867
H -0.840442 1.688189 -3.389437
H -0.773299 -4.834265 0.425166
O -0.949518 0.635718 0.648468
O 4.128561 -0.872272 0.032255
O -1.977835 3.182957 -0.439798
H -4.003900 -0.519617 -1.475299
H 4.624443 -0.172242 0.472979
O 2.941153 2.076965 0.894482
Fe -1.260860 2.526106 1.329163
H -1.798511 -3.983886 1.177237
O 2.229155 3.277611 -1.947034
O 0.930382 0.609880 -0.485959
H 1.657954 -0.729648 -2.071071
O 0.891156 -3.996692 3.338228
H -1.854728 2.711571 -1.324574
H 2.128236 1.623469 0.619856
H 1.368271 -4.234132 2.534208
H 0.984729 -2.034297 -0.042337
H -2.521146 3.962281 -0.639666
H 1.332433 3.591354 -2.103763
O 1.777412 -0.752592 -3.028063
O -2.883739 1.605148 2.426287
H -2.886902 1.329533 3.356163
H 3.171804 1.694037 1.750240
O -1.719876 -4.739096 0.583502
H 3.233200 -0.784853 0.373615
H -2.973850 -0.025430 -0.460789
H 2.123317 2.451985 -1.455859
H 0.128356 -4.588518 3.354713
H -3.741941 1.324846 2.063350
O -1.210609 1.554287 -2.505008
O -3.848424 0.171329 -0.819764
H 0.232424 -1.667208 1.465547

Atomic forces in eV per Å
H 0.075 -0.201 -0.186
H 0.177 -0.637 0.311
C 2.969 0.319 -0.296
H 0.039 -0.153 0.047
C -1.109 0.224 0.118
H -0.199 -0.018 0.055
H -0.122 -0.050 -0.039
O -1.269 1.105 1.254
O -0.052 -0.067 0.128
O -0.240 0.646 -0.432
H -0.062 0.114 0.044
H -0.028 -0.011 -0.157
O -0.354 -0.021 0.378
Fe -0.570 -2.502 -1.320
H 0.005 -0.114 -0.015
O -0.257 -0.138 0.058
O -0.679 -0.300 0.057
H 0.199 0.151 -0.106
O -0.229 0.100 -0.314
H 0.337 -0.380 0.325
H 0.330 -0.100 -0.106
H 0.057 -0.088 0.185
H 0.066 0.542 -0.554
H 0.084 -0.178 0.190
H 0.092 0.004 -0.070
O -0.205 0.128 0.002
O 0.056 0.411 0.312
H 0.060 0.098 -0.195
H 0.046 0.103 -0.107
O 0.139 0.186 0.078
H 0.058 0.098 -0.067
H -0.031 -0.002 -0.126
H 0.129 0.121 -0.061
H 0.153 -0.011 0.070
H 0.321 0.092 -0.233
O 0.252 0.422 0.477
O 0.195 0.003 0.252
H -0.433 0.105 0.041

Computed properties:
* highest occupied orbital energy (spin up / spin down): -13.375 / -13.374 eV
* multiplicity: 5
* LUMO (spin up / spin down): -5.88 / -6.03 eV
* total charge: +1
* ΔE to the lowest compared entry with this formula, charge and spin: 70.3 kcal per mole

---

(3)
C28H49PSbSe4Si2Tc | ωB97M-V with the def2-TZVPD basis set

Element x y z (Å)
H -2.192894 -1.462173 -1.332744
C -2.280913 3.319971 1.497551
Si 2.528465 -1.297698 -1.289726
H 2.646697 -1.480064 3.993094
H -3.641242 2.579400 -4.757628
H 1.908458 0.071197 3.582554
Se 8.084529 -4.076977 -3.390979
Si 2.175181 -1.310877 1.634738
C -0.538644 4.559084 2.853961
H 0.539291 -2.926791 -1.667111
C -3.632257 1.501176 -2.816989
H -4.931915 -3.102277 1.437436
C -4.519525 -2.129112 1.315818
H 0.109700 -1.918976 2.598954
H 0.446101 3.147327 4.185684
H -2.646401 -2.414724 2.390759
C 3.586744 -2.590004 -0.388057
P -1.155573 1.075988 -0.086541
H -2.321224 3.701770 3.571457
C -3.066978 1.773493 -4.224695
H -4.741034 1.475778 -2.975799
C 0.458212 -1.998140 1.594003
H -3.118818 3.397272 -2.051418
C -3.445193 -1.639886 2.297928
H -3.242702 0.937893 -4.856491
Se 2.656632 1.638906 0.164860
C -1.014374 2.433879 1.260584
H -4.455493 -1.983135 -0.947274
H 5.692948 -5.314344 -0.573527
H 0.594777 -1.720217 -2.918840
H -3.441721 0.475428 -2.644179
H -0.280492 -1.241008 1.105279
H -0.214925 4.950402 1.921840
C -0.426976 1.990794 2.642736
C 5.101737 -4.498648 -0.107229
H -0.095175 -1.486892 -1.222155
C -3.826381 -2.196313 -0.084250
H 0.171823 1.657025 -2.861137
Tc 1.132323 0.140945 0.006968
H -5.207322 -1.295109 1.291287
H -3.463102 0.467188 -0.078251
H -3.335661 0.413335 2.485371
H -3.630512 -3.228476 -0.229749
H 4.503706 -3.684241 -2.051533
H 4.110102 -3.222059 2.905985
C 3.360257 -0.501224 -2.741001
Se 8.203555 -0.938041 -2.062234
H -3.855206 -1.542039 3.266253
H 3.609903 -0.024726 3.146513
H 1.250745 3.397947 2.666314
H -1.001045 2.136356 -4.925840
H 5.574832 -4.993820 1.869957
H -2.706317 5.088074 2.607091
C -0.901818 1.586569 -2.880363
H -1.207152 1.841983 3.419864
C -2.033000 4.228035 2.655042
H -0.341973 5.308737 3.608801
C 2.629467 -0.651464 3.277172
H -1.062250 0.508766 -2.898962
H 4.133347 -1.217237 -3.116625
C 3.493307 -2.430917 0.997258
H -1.764626 3.262846 -3.717581
C -1.535099 2.099539 -1.561180
H -1.722330 -1.975231 0.309775
C -3.035681 2.372216 -1.771304
Se 9.952717 -2.267924 -3.407571
H -1.799291 -0.312174 2.361765
H -1.094625 2.968218 -1.159363
C -2.801247 -0.329616 1.894152
H 3.917748 0.370653 -2.421905
C -1.614519 2.224970 -4.051686
C -2.491871 -1.480903 -0.268486
C 5.012803 -4.315030 1.276097
C 4.212231 -3.306380 1.817598
H -0.208483 2.886503 0.731990
C 0.814997 -1.874942 -1.870916
H 2.740120 -0.192248 -3.587226
C 0.266861 3.218992 3.124714
H -3.663224 2.310416 -0.877399
Sb 7.356525 -1.859804 -4.431510
H -2.438423 3.873791 0.601254
C 4.374748 -3.613754 -0.923462
H 0.364751 -2.989758 1.115116
C -2.645798 -0.048045 0.364933
H 0.175563 1.068382 2.635885
H -3.100473 2.622174 1.744530

Atomic forces in eV per Å
H -0.219 0.017 0.414
C 1.235 -1.828 -0.308
Si -0.639 -0.152 -0.226
H 0.495 0.361 0.133
H 0.544 -0.414 0.705
H -0.707 0.480 0.461
Se 1.095 0.946 -0.385
Si 0.461 0.898 -0.435
C -0.697 -1.429 -0.298
H 0.737 0.086 -0.010
C -1.606 -0.333 -2.403
H -0.649 -0.350 0.880
C 1.982 2.241 -1.560
H -0.454 -0.430 0.841
H 0.116 -0.063 0.489
H -0.515 0.284 -0.059
C -0.163 0.374 -0.490
P -1.362 -0.550 2.021
H -0.268 0.086 -0.003
C -0.229 1.345 0.209
H 0.697 0.648 0.893
C -0.543 0.751 -1.383
H -0.168 0.927 -0.376
C 0.815 -2.293 -0.915
H 0.290 -1.093 -0.453
Se 0.353 0.392 0.103
C -0.916 -2.325 0.215
H -0.448 0.473 0.258
H -0.408 0.684 0.576
H -0.124 0.510 -0.106
H 0.502 -1.305 0.680
H 0.799 -0.833 0.218
H 0.630 0.620 -0.877
C -1.196 0.078 -0.299
C -0.550 0.566 -0.472
H 1.251 0.267 -1.075
C -0.056 -0.468 -0.404
H 0.509 0.589 -0.142
Tc -0.053 -1.785 -0.037
H -0.973 -0.295 0.021
H -0.991 0.230 -0.186
H -0.088 0.657 -0.654
H 0.400 -1.236 -0.235
H -0.361 -0.065 1.447
H 0.223 -0.073 -0.392
C 1.179 -0.499 -0.632
Se 0.732 -0.734 -1.671
H -0.420 0.162 1.154
H -1.474 -1.546 0.605
H -0.092 -0.422 -0.016
H 0.094 0.317 -0.654
H 0.224 -0.294 0.779
H 0.345 0.128 -0.032
C -0.814 -0.915 1.006
H -0.036 -0.396 -0.896
C 0.136 0.451 2.017
H -0.103 -0.015 0.243
C 1.811 1.018 -0.501
H -0.133 -0.352 -0.117
H -0.466 0.314 0.008
C 0.182 -1.102 0.070
H 0.737 0.150 -0.816
C -0.633 -1.623 -0.127
H 0.080 -0.313 -0.167
C -0.609 0.054 0.890
Se -3.651 -0.122 0.341
H -0.270 -0.010 -0.260
H 0.781 1.586 -0.278
C 0.699 0.961 0.453
H 0.136 0.291 0.153
C -0.332 0.795 0.532
C -0.692 1.478 0.257
C -0.210 0.176 -0.848
C 0.074 -0.211 0.364
H 0.672 1.314 -0.101
C -1.601 -0.501 1.629
H -0.128 -0.189 0.261
C 1.035 2.039 0.394
H 0.438 -0.038 0.228
Sb 1.816 -0.090 1.722
H -0.611 0.406 -0.730
C 0.740 -0.057 -1.398
H -0.182 0.582 0.344
C 1.746 -0.980 0.064
H 0.022 0.499 -0.173
H 0.028 0.500 -0.478

Computed properties:
* highest occupied orbital energy: -13.126 eV
* LUMO: -8.04 eV
* total charge: +2

---

(4)
C3H11N2OS | ωB97M-V with the def2-TZVPD basis set

Element x y z (Å)
N 2.343822 0.149097 1.238322
S -3.319826 -0.411876 -0.187200
H -3.779686 1.782692 -0.025834
H -0.174505 -0.017712 -1.381541
H 1.693988 -0.625575 0.873331
C -1.542728 -0.659500 0.183423
C -0.650735 0.395825 -0.481234
H 0.250592 0.637570 0.100046
H -1.295950 -1.645020 -0.199153
H -1.385166 -0.660684 1.257316
H 3.132497 0.053637 -0.782546
C 2.948948 -0.358410 0.226416
H -4.082453 2.790700 -1.100811
H -1.196068 1.332467 -0.656119
N 3.350852 -1.737142 0.175580
H 3.502912 -1.946825 1.159873
H 4.266122 -1.802371 -0.258403
O -4.062615 2.723133 -0.141473

Atomic forces in eV per Å
N -0.281 -0.282 -1.866
S -0.028 -0.049 0.043
H 0.004 -0.171 0.137
H -0.658 0.303 -0.408
H -1.266 -0.217 2.327
C -0.447 0.382 -0.374
C 0.909 -0.158 0.131
H -0.410 0.175 0.369
H 0.283 -0.233 0.074
H 0.017 0.001 0.246
H 0.524 0.841 0.355
C 1.313 -0.638 -0.955
H -0.015 0.038 0.011
H 0.176 -0.357 -0.211
N 0.326 0.970 0.810
H -0.243 -0.601 -0.071
H -0.222 -0.115 -0.496
O 0.019 0.112 -0.124

Computed properties:
* highest occupied orbital energy: -2.578 eV
* LUMO: 2.89 eV
* total charge: -1
* ΔE to the lowest compared entry with this formula, charge and spin: 70.9 kcal per mole

---

(5)
C4H13NO | ωB97M-V with the def2-TZVPD basis set

Element x y z (Å)
O -0.532622 2.151406 2.464700
H -2.064175 0.316383 0.096857
H 2.663528 1.093104 -0.825116
N -1.320474 -0.030604 0.692910
C -0.894450 -1.625360 -1.158592
C 0.633785 0.369217 -0.729208
C -0.253910 -0.711594 -0.093628
H 0.223680 -1.344841 0.640114
H 2.059145 1.003603 0.836384
H 2.484875 -0.467084 0.030380
H -0.943335 -2.663410 -0.792560
H 0.842816 0.025724 -1.741388
H 0.092836 1.309404 -0.782125
H -0.278313 -1.796307 -2.054140
C 2.041600 0.514107 -0.136510
H -1.889625 -1.341513 -1.470148
H -0.336629 2.622867 1.628453
H -1.768074 -0.701647 1.314320
H -0.760649 1.276539 2.079296

Atomic forces in eV per Å
O 0.164 -0.038 -1.088
H 0.137 0.075 -0.137
H 0.054 -0.127 0.176
N 0.088 -0.423 0.546
C 0.948 -1.508 -0.099
C 0.949 -1.036 -0.183
C -1.643 0.733 -0.434
H 0.751 0.032 0.012
H -0.129 0.156 0.049
H 0.094 -0.069 -0.258
H -0.429 0.310 0.275
H -0.308 0.266 -0.280
H -0.004 0.138 0.025
H -0.054 0.596 0.118
C -0.318 0.315 0.398
H -0.199 0.323 -0.045
H -0.091 -0.070 0.851
H 0.024 0.061 -0.126
H -0.036 0.266 0.198

Computed properties:
* SMILES: CC[C@H](C)N.O
* highest occupied orbital energy: -9.821 eV
* LUMO: 0.96 eV
* ΔE to the lowest compared entry with this formula, charge and spin: 8.8 kcal per mole

---

(6)
C2H14N2O3 | ωB97M-V with the def2-TZVPD basis set

Element x y z (Å)
H -2.704107 -0.104845 -0.342433
H 0.958173 0.654694 -1.916870
O -2.934543 -0.475172 0.522837
H -2.650347 -1.396433 0.482870
N 1.026030 1.025654 0.645927
H 2.376989 1.359820 -1.652932
H -0.228862 -3.223643 -0.531079
H 2.761053 -0.160651 0.245500
H -0.798853 1.268504 -0.505968
C 1.779512 0.097037 -0.191120
H 1.235260 -0.857003 -0.143016
N 1.897692 0.461712 -1.584794
H 1.065435 -0.001693 2.517909
H -0.184961 -0.514243 1.414653
H -1.765730 2.201597 -1.161122
O -0.877416 -2.527407 -0.375045
H -0.287889 1.095286 2.265610
C 0.341681 0.365308 1.765319
H -1.199982 -2.308527 -1.256977
O -1.425927 1.303828 -1.251187
H 1.616791 1.736178 1.051918

Atomic forces in eV per Å
H 0.102 0.123 0.207
H -0.056 -0.066 -0.166
O -0.118 -0.167 -0.146
H 0.047 0.106 0.057
N -0.647 -0.106 0.033
H 0.051 -0.245 -0.076
H -0.063 0.020 0.099
H -0.016 0.400 -0.294
H 0.285 -0.176 -0.028
C 0.025 -1.022 0.424
H -0.040 0.251 -0.136
N 0.157 0.570 0.234
H -0.144 0.046 -0.082
H -0.495 0.173 -0.093
H -0.172 -0.063 -0.246
O 0.051 -0.086 -0.173
H -0.366 -0.205 -0.050
C 1.105 -0.046 0.429
H 0.028 0.062 0.022
O 0.073 0.221 0.256
H 0.190 0.211 -0.270

Computed properties:
* SMILES: CNCN.O.O.O
* highest occupied orbital energy: -9.258 eV
* LUMO: 0.58 eV
* ΔE to the lowest compared entry with this formula, charge and spin: 15.8 kcal per mole

---

no.,E_tot (Ha)
1,-309.676657
2,-2256.331916
3,-11942.834218
4,-703.771080
5,-290.182889
6,-419.814728